Entry 1:
ORCA calculation (ωB97M-V/def2-TZVPD) on a structure of composition C13H8BeI2NO4S2.

Computed properties:
**Frontier orbital gap**: 5.4343 eV
**Charge**: -1

Positions of all 31 atoms, in Å:
1 Be 0.328 -0.689 0.459
2 S -0.487 -0.993 -1.368
3 C -0.977 -2.658 -1.067
4 C -1.655 -3.382 -2.056
5 C -2.050 -4.694 -1.848
6 C -1.773 -5.311 -0.632
7 C -1.109 -4.604 0.359
8 C -0.703 -3.278 0.166
9 S 0.131 -2.417 1.458
10 H -1.868 -2.887 -2.997
11 H -2.573 -5.234 -2.630
12 H -2.075 -6.338 -0.458
13 H -0.891 -5.071 1.313
14 O 2.246 1.750 2.283
15 C 1.597 1.645 1.264
16 O 0.974 0.600 0.857
17 C 1.464 2.832 0.317
18 C 0.461 2.781 -0.790
19 C 0.614 3.855 -1.914
20 C 1.803 4.739 -1.728
21 C 2.505 4.812 -0.603
22 C 2.319 3.840 0.458
23 N 2.258 5.546 -2.870
24 O 1.700 5.370 -3.934
25 O 3.154 6.356 -2.700
26 H 0.465 1.796 -1.244
27 H 0.658 3.360 -2.875
28 H 3.312 5.529 -0.547
29 H 2.990 3.827 1.307
30 I -1.437 2.696 0.281
31 I -1.079 5.215 -2.265


Entry 2:
ORCA calculation (ωB97M-V/def2-TZVPD) on a cluster of 2 separate species, C4H11N2O in total in a non-equilibrium geometry.

Computed properties:
**Frontier orbital gap**: 11.2554 eV
**Charge**: +1
**ΔE to the lowest compared entry with this formula, charge and spin**: 487.5 kJ/mol

Positions of all 18 atoms, in Å:
1 C 0.804 0.073 -1.295
2 C 1.504 1.079 -0.380
3 C 0.154 -0.554 -0.082
4 C 0.065 -1.980 0.319
5 N -1.947 1.011 0.590
6 N 0.707 0.453 0.719
7 O -1.712 -0.024 -0.251
8 H 0.011 0.514 -2.065
9 H 1.468 -0.737 -1.864
10 H 2.492 0.763 -0.260
11 H 1.367 2.120 -0.429
12 H -0.798 -2.232 0.800
13 H 0.864 -2.384 0.816
14 H 0.103 -2.479 -0.688
15 H -2.769 0.864 1.163
16 H -2.200 1.841 0.100
17 H 0.996 0.402 1.673
18 H -1.108 1.269 1.134


Entry 3:
ORCA calculation (ωB97M-V/def2-TZVPD) on a cluster of 2 separate species, H2N2O2 in total in a non-equilibrium geometry.

Computed properties:
**Frontier orbital gap (spin up / spin down)**: 4.9376 / 5.4696 eV
**Charge**: -2
**ΔE to the lowest compared entry with this formula, charge and spin**: 418.1 kJ/mol

Positions of all 6 atoms, in Å:
1 N -1.404 0.560 0.098
2 N 1.059 -0.378 -0.212
3 O -2.472 -0.213 0.131
4 O 2.130 0.207 0.353
5 H -0.627 0.374 0.891
6 H 1.313 -0.552 -1.261


Entry 4:
ORCA calculation (ωB97M-V/def2-TZVPD) on a structure of composition C28H24CuN8.

Computed properties:
**Frontier orbital gap**: 7.9507 eV
**Charge**: +1
**ΔE to the lowest compared entry with this formula, charge and spin**: 0.0 kJ/mol

Positions of all 61 atoms, in Å:
1 Cu 0.188 -0.391 0.269
2 C -1.805 0.684 -2.017
3 N -0.785 1.380 -1.249
4 C 0.353 1.909 -1.985
5 C 1.603 1.098 -1.785
6 N 1.746 0.157 -0.891
7 C 3.063 -0.292 -1.029
8 C 3.747 -1.286 -0.334
9 C 5.059 -1.524 -0.690
10 C 5.683 -0.797 -1.717
11 C 5.012 0.187 -2.416
12 C 3.693 0.419 -2.045
13 N 2.728 1.300 -2.517
14 C -1.758 -0.808 -1.829
15 N -1.052 -1.421 -0.918
16 C -1.352 -2.780 -1.067
17 C -0.885 -3.883 -0.357
18 C -1.354 -5.126 -0.732
19 C -2.265 -5.277 -1.791
20 C -2.733 -4.190 -2.503
21 C -2.255 -2.945 -2.112
22 N -2.494 -1.660 -2.585
23 H -2.794 1.032 -1.710
24 H -1.722 0.912 -3.085
25 H -1.188 2.077 -0.645
26 H 0.137 1.969 -3.058
27 H 0.556 2.931 -1.659
28 H 3.257 -1.852 0.449
29 H 5.622 -2.291 -0.174
30 H 6.712 -1.016 -1.968
31 H 5.496 0.742 -3.209
32 H 2.845 1.982 -3.246
33 H -0.182 -3.760 0.457
34 H -1.015 -6.007 -0.204
35 H -2.607 -6.269 -2.055
36 H -3.434 -4.311 -3.318
37 H -3.120 -1.403 -3.328
38 N 1.069 0.173 7.301
39 C 0.599 0.146 8.600
40 C 1.236 0.272 9.835
41 C 0.431 0.192 10.950
42 C -0.961 -0.007 10.847
43 C -1.578 -0.130 9.623
44 C -0.778 -0.052 8.480
45 N -1.134 -0.143 7.143
46 C -0.017 -0.007 6.488
47 C 0.057 -0.046 5.018
48 C 1.239 0.103 4.302
49 C 1.208 0.049 2.921
50 N 0.086 -0.154 2.216
51 C -1.052 -0.297 2.917
52 C -1.113 -0.245 4.292
53 H 2.024 0.298 7.020
54 H 2.304 0.425 9.921
55 H 0.876 0.283 11.932
56 H -1.549 -0.064 11.753
57 H -2.646 -0.284 9.537
58 H 2.191 0.266 4.790
59 H 2.116 0.178 2.345
60 H -1.946 -0.468 2.332
61 H -2.052 -0.365 4.813


no.,DFT total energy (eV)
1,-61567.3138
2,-9343.8047
3,-7098.5123
4,-85984.5265